{
  "formula": "C47H124N8O14",
  "method": "the ωB97M-V functional and the def2-TZVPD basis",
  "relative_energy_kj_mol": 45.51,
  "orbital_gap_ev": 9.3,
  "e_tot_ev": -91330.060,
  "symbols": ["C", "O", "C", "C", "C", "N", "H", "H", "H", "H", "H", "H", "H", "H", "H", "H", "H", "C", "O", "C", "C", "C", "N", "H", "H", "H", "H", "H", "H", "H", "H", "H", "H", "H", "C", "O", "C", "C", "C", "N", "H", "H", "H", "H", "H", "H", "H", "H", "H", "H", "H", "C", "O", "C", "C", "C", "N", "H", "H", "H", "H", "H", "H", "H", "H", "H", "H", "H", "C", "O", "C", "C", "C", "N", "H", "H", "H", "H", "H", "H", "H", "H", "H", "H", "H", "C", "O", "C", "C", "N", "C", "C", "O", "C", "H", "H", "H", "H", "H", "H", "H", "H", "H", "H", "H", "H", "H", "H", "H", "C", "O", "C", "C", "N", "C", "C", "O", "C", "H", "H", "H", "H", "H", "H", "H", "H", "H", "H", "H", "H", "H", "H", "H", "C", "O", "C", "C", "N", "C", "C", "O", "C", "H", "H", "H", "H", "H", "H", "H", "H", "H", "H", "H", "H", "H", "H", "H", "C", "C", "C", "O", "H", "H", "H", "H", "H", "H", "H", "H", "C", "C", "C", "O", "H", "H", "H", "H", "H", "H", "H", "H", "C", "C", "C", "O", "H", "H", "H", "H", "H", "H", "H", "H"],
  "xyz": [[-0.6004, -0.7561, -1.0334], [0.7006, -0.4532, -1.4972], [1.7435, -1.1161, -0.8101], [1.9421, -0.5970, 0.6090], [2.2393, 0.8998, 0.5867], [3.0851, -1.2972, 1.2658], [-0.7449, -0.4183, -0.0033], [-0.8288, -1.8260, -1.0712], [-1.2978, -0.2367, -1.6862], [1.5181, -2.1862, -0.8590], [2.6963, -0.9994, -1.3339], [1.0934, -0.8771, 1.2376], [1.5044, 1.3953, -0.0572], [3.2251, 1.1121, 0.1839], [2.1441, 1.2724, 1.6105], [3.9498, -0.9845, 0.8064], [3.0923, -0.7787, 2.1401], [-4.1051, 2.2301, -2.2192], [-4.8866, 1.6490, -3.2385], [-4.2902, 1.8216, -4.5101], [-5.1836, 1.1966, -5.5934], [-4.7624, 1.5037, -7.0293], [-6.5722, 1.6423, -5.4812], [-3.1682, 1.6800, -2.0645], [-4.5948, 2.1064, -1.2515], [-3.9016, 3.2924, -2.3710], [-4.0915, 2.8948, -4.6287], [-3.3047, 1.3509, -4.6219], [-5.1619, 0.1113, -5.4884], [-4.8936, 2.5622, -7.2513], [-5.2898, 0.8181, -7.6874], [-3.6937, 1.3042, -7.1515], [-6.8724, 1.7345, -4.5161], [-6.7010, 2.5709, -5.8683], [-6.5076, -2.2101, 2.3283], [-5.3472, -1.8480, 1.5845], [-5.0525, -2.8389, 0.6224], [-3.8484, -2.4081, -0.2119], [-4.1179, -1.1023, -0.9438], [-3.5843, -3.3855, -1.2772], [-7.3506, -2.3835, 1.6536], [-6.6903, -1.3896, 3.0175], [-6.2881, -3.1352, 2.8717], [-4.9367, -3.8344, 1.0705], [-5.8847, -2.9703, -0.0870], [-2.9928, -2.3040, 0.4616], [-4.1045, -0.2482, -0.2651], [-5.0901, -1.2039, -1.4354], [-3.3947, -0.9256, -1.7359], [-4.4440, -3.5555, -1.8109], [-3.2975, -4.2698, -0.8635], [2.7995, 4.3999, -1.8157], [1.8421, 3.9095, -2.7208], [2.1327, 2.6375, -3.2460], [0.9223, 2.1101, -4.0186], [-0.4127, 2.4229, -3.3389], [1.0778, 0.6595, -4.1699], [2.4842, 5.4122, -1.5839], [3.8129, 4.3396, -2.2377], [2.8555, 3.7525, -0.9278], [3.0111, 2.6984, -3.9016], [2.3874, 1.9377, -2.4356], [0.9087, 2.5365, -5.0264], [-0.4250, 2.0458, -2.3162], [-1.2184, 2.0749, -3.9873], [-0.6319, 3.4946, -3.2706], [0.2187, 0.2825, -4.5906], [0.9301, 0.2681, -3.2284], [4.9025, -5.2871, 5.6851], [4.3378, -4.0099, 5.7427], [5.2968, -2.9889, 5.5970], [4.5678, -1.6438, 5.5625], [3.6462, -1.4721, 4.3765], [5.5810, -0.5566, 5.5262], [4.2415, -6.0321, 6.1344], [5.8740, -5.3457, 6.1914], [5.0140, -5.6125, 4.6397], [6.0074, -3.0572, 6.4321], [5.9026, -3.0717, 4.6847], [3.9765, -1.4694, 6.4667], [4.0597, -1.8501, 3.4458], [3.3031, -0.4359, 4.3217], [2.7148, -2.0284, 4.5220], [5.1158, 0.2657, 5.9066], [6.3187, -0.7492, 6.1989], [4.8898, 2.8982, 7.4404], [4.1684, 2.4725, 6.3080], [4.7197, 2.9723, 5.1049], [4.0275, 2.3072, 3.9193], [2.5614, 2.2119, 4.0734], [1.9258, 3.5259, 3.8628], [0.4494, 3.4505, 4.2367], [0.2875, 3.1639, 5.6025], [-1.0547, 3.0472, 6.0285], [4.9863, 3.9893, 7.4389], [5.8885, 2.4556, 7.4187], [4.3966, 2.6554, 8.3776], [5.7860, 2.7134, 5.0656], [4.5908, 4.0612, 5.1363], [4.4248, 1.2927, 3.8514], [4.2453, 2.8114, 2.9780], [2.3750, 2.0691, 5.0663], [1.9779, 3.8606, 2.8218], [2.4181, 4.3378, 4.4130], [-0.1321, 2.7407, 3.6408], [0.0679, 4.4678, 4.0569], [-1.5351, 2.2121, 5.5079], [-1.5918, 3.9712, 5.7902], [-1.0412, 2.8717, 7.1002], [-0.8264, 0.1945, -7.1417], [-1.1424, -0.2311, -5.8265], [-2.1474, -1.2349, -5.8446], [-2.6099, -1.5011, -4.4204], [-3.5483, -2.6158, -4.3549], [-4.9311, -2.3227, -4.6705], [-5.7962, -3.5612, -4.3575], [-5.9379, -3.7276, -2.9425], [-6.6968, -4.8438, -2.5593], [-0.4529, -0.6622, -7.7160], [-0.0008, 0.8996, -7.0707], [-1.6848, 0.5921, -7.6863], [-1.7253, -2.1618, -6.2419], [-2.9961, -0.9362, -6.4675], [-2.9432, -0.6026, -3.8818], [-1.8019, -1.8393, -3.7616], [-3.5383, -2.9840, -3.4120], [-5.0717, -2.0561, -5.7204], [-5.4230, -1.5280, -4.0865], [-5.3065, -4.4904, -4.6715], [-6.7492, -3.4710, -4.8865], [-6.5336, -4.9593, -1.4862], [-6.3605, -5.7669, -3.0428], [-7.7785, -4.7618, -2.6973], [-3.9822, 5.5618, 6.0872], [-4.5356, 4.4119, 5.4942], [-5.1938, 4.6254, 4.2665], [-5.3405, 3.2598, 3.6153], [-4.0680, 2.7317, 3.1480], [-4.2399, 1.3245, 2.8057], [-2.9249, 0.7038, 2.3517], [-2.0348, 0.5744, 3.4362], [-0.7606, 0.0416, 3.1212], [-3.3714, 6.1361, 5.3865], [-3.3516, 5.2367, 6.9146], [-4.7261, 6.2155, 6.5537], [-4.6101, 5.2813, 3.6117], [-6.2027, 5.0396, 4.3708], [-6.0902, 3.2761, 2.8222], [-5.8028, 2.6348, 4.3960], [-3.2992, 2.8417, 3.7945], [-4.9150, 1.2095, 1.9535], [-4.6677, 0.7404, 3.6298], [-2.4671, 1.3327, 1.5731], [-3.0645, -0.2763, 1.8777], [-0.3021, 0.6494, 2.3370], [-0.9301, -1.0015, 2.8254], [-0.1587, 0.0012, 4.0262], [3.3798, -4.6197, -0.7085], [3.2655, -4.8516, 0.8239], [4.5957, -4.5907, 1.5181], [2.2330, -4.0423, 1.3463], [2.5015, -4.9864, -1.2343], [4.2430, -5.2019, -1.0465], [3.5927, -3.5647, -0.8703], [2.9503, -5.8810, 1.0122], [4.4188, -4.8015, 2.5760], [4.8967, -3.5420, 1.4450], [5.4432, -5.1623, 1.1398], [2.5122, -3.0969, 1.3042], [4.1642, -2.3419, -6.5957], [2.9926, -1.8191, -5.7833], [2.9701, -2.2729, -4.3167], [3.1081, -0.3933, -5.8348], [4.1219, -3.4337, -6.6524], [5.1010, -2.1283, -6.0709], [4.2299, -1.8656, -7.5700], [2.0618, -2.1204, -6.2893], [3.3501, -3.2926, -4.2028], [1.9605, -2.2575, -3.9056], [3.6051, -1.6113, -3.7265], [2.3865, -0.0523, -5.2393], [5.7097, 0.7247, -1.6569], [6.2121, 0.9628, -0.2479], [5.9345, 2.3663, 0.3096], [5.8092, -0.0962, 0.6216], [4.6327, 0.5390, -1.6606], [6.2508, -0.0677, -2.1672], [5.8137, 1.6423, -2.2395], [7.3084, 0.8813, -0.2418], [4.8798, 2.6398, 0.2394], [6.4318, 3.1253, -0.2982], [6.3189, 2.4282, 1.3272], [6.2127, -0.0023, 1.4904]],
  "forces_ev_per_angstrom": [[0.0769, -0.0404, 0.1341], [0.1374, 0.2966, -0.1544], [-0.1357, -0.7079, 0.2898], [0.9265, -0.4302, -0.2601], [-1.3076, -0.0500, 0.0763], [-0.5347, 0.6945, -0.4791], [-0.0853, 0.0919, 0.0228], [0.1512, -0.1031, -0.0816], [0.0060, 0.0889, -0.0066], [0.1197, -0.1365, 0.4377], [-0.1997, 0.3562, -0.3942], [-0.2207, 0.4150, -0.1770], [0.0333, 0.2073, 0.1743], [0.1832, -0.1611, 0.0391], [0.2011, 0.2743, -0.0913], [-0.2003, -0.2237, 0.0896], [0.4221, -0.4840, 0.2658], [0.2200, -0.5800, 0.7674], [0.2329, -0.1773, -0.0388], [0.2791, -0.0496, -0.6031], [-0.6055, 1.0286, 0.0605], [1.0461, -0.2988, 0.7486], [-0.5731, -0.0302, 0.2408], [0.2255, 0.1858, -0.4337], [-0.4808, 0.1184, -0.2365], [0.0135, 0.0252, -0.2303], [-0.3108, 0.1227, -0.4696], [0.0777, -0.1718, 0.5060], [-0.0037, 0.0960, 0.2967], [-0.3175, -0.0665, -0.2542], [-0.2180, 0.3946, -0.2474], [-0.0015, -0.0192, -0.0225], [0.1915, -0.3166, 0.0487], [0.2238, -0.0536, -0.1939], [0.8225, 0.0455, -0.2146], [-0.3245, -0.3782, -0.0709], [-0.1122, 0.3446, -0.4827], [-0.1337, -0.1061, -0.4876], [-0.2884, 0.1676, 0.3332], [0.3154, -0.5273, 0.5821], [-0.1289, 0.1246, 0.0934], [-0.2220, -0.0974, 0.0378], [-0.2344, 0.0282, 0.1708], [0.4005, 0.0684, 0.2685], [-0.2181, 0.2421, 0.0397], [0.1941, -0.1497, -0.2167], [-0.2684, 0.0127, -0.0866], [-0.0715, 0.3197, 0.0660], [0.1850, -0.1285, 0.0887], [0.2268, 0.0504, 0.3489], [-0.0236, 0.0167, -0.1865], [0.1397, -0.8443, -0.2515], [-0.2493, 0.2173, -0.0720], [0.0491, -0.0527, -0.0550], [-0.2984, -0.0332, 0.0076], [0.0466, 1.0915, -0.3586], [-0.7440, -0.5688, 0.6221], [0.3160, 0.0454, 0.2202], [-0.0530, 0.4581, -0.1673], [-0.2823, 0.2390, 0.1931], [-0.0004, -0.1042, -0.0397], [-0.1448, -0.0386, 0.0681], [0.0854, 0.1671, 0.0769], [-0.2493, -0.3458, -0.0830], [-0.0411, -0.6381, 0.3493], [0.4366, 0.0204, 0.0845], [0.4333, 0.3732, -0.4711], [0.7321, 0.0934, -0.1562], [0.0560, -0.7851, -0.5095], [-0.0708, 0.1515, 0.0618], [-0.4006, 0.4258, 0.1206], [0.5558, 0.6018, 0.3179], [-0.8500, -0.5099, 0.3621], [0.0703, 0.0072, 0.0860], [-0.1327, 0.3526, 0.1954], [-0.0418, 0.0914, -0.0196], [0.2912, 0.1395, 0.0979], [-0.0227, 0.2407, 0.1314], [-0.1959, -0.2085, -0.1974], [-0.0979, -0.6690, 0.1273], [0.3188, 0.2406, 0.0139], [0.3118, 0.0700, -0.2633], [0.1500, -0.2415, 0.0739], [0.0883, 0.1130, -0.2361], [0.0126, -0.1231, -0.0534], [0.3115, 0.5018, -0.2001], [-0.3921, -0.6145, 0.2552], [0.1147, 0.2392, 0.0446], [-0.6462, -0.4768, 0.4931], [0.1931, 1.0472, 0.0505], [-0.4167, -0.5085, -0.1271], [-0.0768, 1.0404, 0.0767], [0.7365, -0.2831, 0.5002], [0.2359, 0.0451, -0.6683], [0.1419, 0.0700, -0.0875], [0.1457, 0.0299, 0.1776], [-0.2997, -0.4278, -0.2338], [0.0690, 0.2599, -0.0447], [0.2132, 0.0386, -0.2820], [0.0207, -0.0039, -0.1124], [0.1462, 0.1279, 0.0413], [0.1175, -0.5451, -0.1099], [0.0319, -0.4088, -0.1699], [-0.1356, -0.0688, 0.3444], [0.2203, -0.0845, -0.2119], [-0.3381, -0.0915, -0.1838], [-0.1538, -0.0194, 0.0973], [-0.1634, -0.0113, 0.1407], [-0.0527, 0.0216, 0.0199], [0.6399, -0.6752, 0.0085], [-0.7993, 0.2003, -0.4142], [0.2371, -0.1395, 0.7493], [0.2030, -0.5567, 0.9698], [-0.4143, 0.3953, -0.1953], [-0.9525, -0.9335, 0.4593], [0.6156, -0.3267, -0.2741], [-0.5262, 0.7702, -0.4180], [0.1029, -0.4661, 0.5668], [-0.0090, -0.0037, -0.0592], [-0.1829, 0.2134, -0.0035], [-0.0555, 0.2426, 0.1931], [-0.0800, -0.0666, -0.1514], [-0.0054, 0.1136, -0.1024], [-0.3859, 0.2281, -0.5110], [0.5017, 0.0923, -0.5322], [0.3558, -0.0155, 0.0502], [0.1271, -0.1677, -0.0624], [0.4380, 0.2714, 0.1052], [0.0692, 0.1851, -0.5612], [-0.2339, -0.0069, 0.3473], [0.0027, -0.0587, 0.0035], [0.0840, 0.0587, -0.1466], [0.0254, 0.3682, -0.3313], [0.0375, 0.0071, 0.4595], [0.1018, 0.1729, 0.1438], [-0.1267, -0.4690, -0.6971], [0.2406, 0.2753, 0.8842], [-0.7920, -0.4419, -0.7461], [0.9478, -0.2982, -0.3829], [0.3714, -0.1868, -0.3369], [-0.0124, 0.5671, 0.9242], [-1.0926, -0.3841, -0.0549], [-0.0246, 0.0399, -0.1049], [0.1177, -0.1522, -0.1277], [-0.2520, 0.0632, -0.3242], [0.0691, 0.1198, 0.0683], [0.0702, 0.2434, 0.3516], [0.2874, 0.1798, -0.3353], [0.1285, -0.2219, 0.0497], [-0.2663, 0.0427, 0.3903], [-0.1728, 0.2285, 0.0372], [0.0569, -0.0924, 0.0920], [-0.0540, 0.2095, 0.0392], [-0.3324, -0.0807, 0.1797], [0.3104, -0.2051, -0.0337], [0.4033, 0.0135, -0.4592], [0.0495, 0.3768, -0.0033], [0.6321, -0.7784, 1.0609], [-0.0205, 0.4047, -1.2188], [-0.1954, 0.2597, 0.5229], [-0.1488, 0.2233, 0.2847], [-0.1347, 0.3288, -0.0423], [-0.0425, 0.1048, -0.2604], [-0.1780, 0.0601, -0.2662], [0.0755, -0.0265, -0.0307], [0.3561, -0.0079, 0.0342], [-0.2177, 0.0727, -0.0956], [-0.2077, -0.3217, -0.0150], [0.1643, -0.3423, 0.0948], [0.3570, -0.4715, 0.8521], [0.2792, 0.7469, -0.2128], [0.1262, -0.4432, -0.3179], [-0.7591, -0.1970, 0.3450], [-0.1033, 0.0736, -0.3718], [-0.0533, 0.1790, 0.0262], [-0.2214, -0.1419, -0.1102], [0.0158, -0.0625, 0.1344], [-0.0476, 0.0037, -0.0366], [-0.0232, 0.1450, 0.0360], [0.0311, 0.0324, -0.0249], [0.4743, 0.2015, -0.2703], [-0.4426, 0.4456, 0.1724], [1.5694, 0.3316, 0.4162], [-0.3826, -0.2546, -0.5361], [-0.8609, -0.1229, -0.2093], [0.0353, -0.3033, 0.0441], [-0.1524, -0.1492, 0.0722], [0.2510, -0.0245, -0.0019], [0.0347, 0.1740, -0.4439], [-0.1226, -0.1881, 0.4154], [0.2901, -0.1735, 0.0215], [-0.2082, 0.1520, 0.0865], [0.0739, 0.1566, -0.0525]],
  "lowdin_charge": [-0.077, -0.236, -0.182, -0.382, -0.032, 0.061, 0.078, 0.099, 0.067, 0.121, 0.119, 0.118, 0.078, 0.053, 0.064, 0.063, 0.045, -0.111, -0.184, -0.206, -0.424, -0.051, 0.039, 0.070, 0.083, 0.093, 0.131, 0.093, 0.092, 0.082, 0.085, 0.050, 0.065, 0.066, -0.088, -0.194, -0.224, -0.407, -0.047, 0.049, 0.088, 0.085, 0.088, 0.128, 0.115, 0.130, 0.065, 0.094, 0.044, 0.040, 0.086, -0.103, -0.193, -0.195, -0.381, -0.044, 0.056, 0.091, 0.086, 0.071, 0.132, 0.112, 0.138, 0.076, 0.059, 0.080, 0.061, 0.060, -0.121, -0.174, -0.215, -0.406, -0.060, 0.040, 0.089, 0.088, 0.076, 0.122, 0.131, 0.139, 0.062, 0.055, 0.093, 0.045, 0.065, -0.104, -0.217, -0.225, -0.196, -0.042, -0.200, -0.225, -0.193, -0.082, 0.089, 0.086, 0.090, 0.123, 0.118, 0.080, 0.109, 0.093, 0.117, 0.116, 0.109, 0.124, 0.080, 0.071, 0.093, -0.086, -0.238, -0.198, -0.199, -0.035, -0.207, -0.185, -0.245, -0.110, 0.094, 0.090, 0.073, 0.131, 0.110, 0.095, 0.121, 0.059, 0.114, 0.117, 0.124, 0.124, 0.081, 0.092, 0.091, -0.123, -0.191, -0.232, -0.226, -0.039, -0.209, -0.230, -0.210, -0.101, 0.088, 0.079, 0.086, 0.122, 0.122, 0.120, 0.119, 0.096, 0.116, 0.122, 0.124, 0.098, 0.071, 0.093, 0.093, -0.056, -0.492, -0.058, -0.089, 0.074, 0.072, 0.061, 0.131, 0.060, 0.066, 0.078, 0.030, -0.069, -0.502, -0.054, -0.110, 0.076, 0.079, 0.075, 0.126, 0.073, 0.065, 0.073, 0.028, -0.035, -0.478, -0.050, -0.070, 0.060, 0.085, 0.083, 0.132, 0.054, 0.082, 0.073, 0.095]
}